Density functional theory data (ωB97M-V/def2-TZVPD) for a single C5H7ClN2 molecule at a distorted geometry.

Structure (XYZ):
```
15
Properties=species:S:1:pos:R:3:forces:R:3:lowdin_charge:R:1
H -1.28963 -1.67333 1.41366 0.379 -0.625 0.863 0.075
H 1.14696 -1.43697 -1.86938 0.147 0.376 -0.549 0.051
C 0.11684 2.04579 0.38245 -0.344 0.853 -0.480 -0.118
N -1.65989 -1.02783 0.76470 -0.066 1.455 2.588 0.122
C -0.78982 0.00994 0.46645 2.756 -4.211 -3.455 -0.400
C 1.00055 -1.40876 -0.79787 1.988 0.749 -0.490 -0.065
C 0.35284 -0.08009 -0.37671 -0.041 -0.774 0.264 -0.218
C 0.83985 1.25818 -0.52219 0.224 0.026 1.261 -0.617
H 0.40216 -2.29734 -0.68758 -0.404 -0.133 0.859 0.047
H 2.10772 -1.61399 -0.42029 -2.424 0.622 -0.212 0.116
Cl 2.24704 1.79475 -1.45893 -0.980 -0.453 0.679 0.593
H -1.62815 1.59592 1.48762 0.864 -0.755 -0.834 0.184
H 0.10853 3.14303 0.68335 0.200 -1.855 -0.741 0.133
H -2.07660 -1.52059 0.05736 -0.958 -0.908 -2.345 0.051
N -0.87841 1.21128 0.87737 -1.341 5.632 2.592 0.046
```
Positions in Å, forces in eV/Å.

Values from the calculation:
Structure (SMILES) ... Cc1c(Cl)c[nH]c1N
Molecular weight ... 130.6 g/mol
Gap between HOMO and LUMO ... 8.85 eV
HOMO energy ... -0.2943 hartree
2S+1 ... 1
ΔE to the lowest compared entry with this formula, charge and spin ... 24.0 kcal/mol

=====

Density functional theory data (ωB97M-V/def2-TZVPD) for a single C4H5NO molecule at a distorted geometry.

Structure (XYZ):
```
11
Properties=species:S:1:pos:R:3:forces:R:3:lowdin_charge:R:1
C 0.32169 -0.89515 1.02276 -0.043 0.174 -3.334 -0.057
H 1.22811 -1.37332 0.59088 -0.488 1.390 -0.288 0.138
O -0.75664 -1.37811 -1.08617 1.343 0.172 -1.354 -0.078
C -0.33466 0.83397 -0.80531 0.994 -0.676 0.402 -0.041
H -1.16011 0.92434 1.14270 -0.138 -0.514 1.154 0.124
N -0.94631 -1.17083 0.27205 -0.596 0.246 2.401 -0.038
H 0.23712 -1.19354 1.97974 -0.615 -0.892 3.225 0.056
C -0.27334 -0.21352 -1.64448 -0.691 1.211 -0.362 -0.127
H -0.00906 -0.21178 -2.71738 -0.425 -0.356 0.835 0.128
C -0.54910 0.24500 0.57973 0.420 0.228 -2.634 -0.210
H -0.23631 1.91596 -0.99457 0.240 -0.985 -0.044 0.107
```
Positions in Å, forces in eV/Å.

Values from the calculation:
Structure (SMILES) ... C1=C[C@@H]2CN2O1
Molecular weight ... 83.1 g/mol
Gap between HOMO and LUMO ... 9.56 eV
HOMO energy ... -0.3096 hartree
2S+1 ... 1
ΔE to the lowest compared entry with this formula, charge and spin ... 93.6 kcal/mol

=====

Density functional theory data (ωB97M-V/def2-TZVPD) for 4 unconnected molecules or ions with the total composition C40H59BClNO10P2S2 at a distorted geometry.

Structure (XYZ):
```
116
Properties=species:S:1:pos:R:3:forces:R:3:lowdin_charge:R:1
C -2.11469 -3.93308 3.35951 -1.467 2.142 -2.291 -0.298
O 3.36099 3.13444 -8.16086 -0.190 -0.423 0.156 0.127
C -9.68102 1.00411 -0.95645 -0.197 -0.323 -0.228 -0.156
H -3.99304 -4.76357 4.15724 0.231 0.801 -0.649 0.072
H -0.56743 -3.27934 0.17584 0.857 0.033 0.648 0.092
H 4.66973 1.73837 6.67683 0.150 -1.021 0.168 0.063
H -6.81829 2.41075 4.10562 0.034 -0.131 -0.105 0.148
C -4.71197 2.54262 3.82732 -0.470 -0.165 0.117 -0.434
O -4.16368 1.49566 3.57786 0.755 0.308 0.440 0.097
S -1.59460 -0.77556 0.60367 0.138 -0.028 1.161 0.943
H 8.01866 -2.63026 -5.63398 -0.381 0.069 -1.106 0.093
C 1.96008 -2.18081 -0.48266 0.439 0.078 0.098 -0.199
C -7.51055 1.92630 -0.83618 -0.241 -0.017 -0.478 -0.074
C -6.11624 4.41761 3.64495 -0.298 0.215 -0.146 -0.152
C 5.89687 -2.92243 -5.97128 1.544 -0.564 -0.511 -0.503
H 0.03980 -4.65808 1.14401 0.040 1.105 -0.165 0.118
H 2.34016 1.20306 5.90865 0.826 -0.805 0.205 0.095
O -4.13986 3.53231 4.54389 0.169 -0.555 -0.277 0.048
C 7.34520 -2.62950 -6.53655 -1.212 0.732 1.260 0.013
H 1.06652 -2.15858 -4.38125 0.689 0.844 -0.055 0.111
H -10.62340 1.05595 -1.50124 -0.046 0.095 0.240 0.125
H 5.15299 -0.07883 6.69374 -0.439 0.833 0.043 0.072
O -5.57509 0.27032 1.82796 0.735 -2.129 -0.382 -0.392
H 7.28940 -1.58574 -6.95754 0.414 -1.067 0.329 0.080
H 4.07700 -0.48559 -5.59969 0.012 -1.170 0.073 0.130
C -3.89420 -2.07712 1.79437 0.625 -2.025 2.260 -0.392
C -3.58247 -3.99373 3.46218 0.802 0.614 -0.723 -0.078
H 4.98405 -0.43580 -8.01070 -0.015 0.024 -0.010 0.115
H -6.88664 2.69661 -1.28548 0.148 -0.042 0.303 0.131
H 2.84053 4.29901 1.50606 -1.043 -0.605 -0.331 0.084
H -5.56923 -3.17832 2.77726 1.223 -0.069 0.045 0.083
H -8.77910 2.11264 -2.55990 -0.018 -0.066 0.033 0.119
C 0.43023 -1.55651 2.37751 1.142 2.332 0.511 -0.228
C -8.49530 1.34495 -1.83486 0.198 -0.106 -0.400 -0.157
H 0.33176 -0.24538 -2.78941 0.877 -0.545 0.481 0.104
C -8.42744 2.51239 0.20937 0.432 0.018 0.340 -0.468
H 3.56552 -2.17003 -6.16584 0.772 0.334 0.551 0.129
O 5.31817 -3.92152 -6.31357 -0.395 0.875 0.363 0.097
H 3.90140 3.13621 5.22412 -0.506 0.726 -0.449 0.050
C -6.11735 2.91524 3.43705 0.104 0.437 -0.234 -0.080
O 5.42335 -1.98932 -5.06450 0.086 -0.614 -1.956 -0.041
C 1.68641 -3.37697 0.50593 -0.436 0.028 -0.468 -0.160
C 3.73110 2.06499 -8.55046 0.183 0.707 0.122 -0.482
C 2.19759 -0.00316 3.33510 -0.964 -0.669 -1.004 -0.033
H 2.13162 2.91954 0.48728 0.037 0.674 0.816 0.082
H -6.89370 1.15291 -0.37367 0.058 0.130 0.068 0.093
H -4.59138 5.55180 4.69945 0.208 -0.195 0.083 0.126
C 2.06113 3.48630 1.45317 0.339 -0.724 0.863 -0.078
H 3.23739 -2.79866 -3.61982 0.351 0.870 -0.576 0.121
H -9.59004 0.01473 -0.50072 0.030 0.057 0.021 0.124
O 4.73146 -0.09922 3.83354 -0.976 0.106 0.973 0.137
P -5.01482 -0.93964 0.82303 0.534 1.237 -0.934 0.587
H 1.98125 -1.19851 0.07162 -0.266 -0.941 -0.560 0.102
C 1.27948 -0.84004 -2.65321 -0.326 -0.334 -0.971 -0.196
N -0.11540 -2.90535 2.30072 -0.810 0.922 -1.505 -0.099
C 4.09555 -0.18992 -8.59971 0.034 -0.350 -0.054 -0.172
C -2.44005 -2.00023 1.67527 -0.043 -1.064 1.216 -0.403
C 1.99148 3.32015 4.01909 1.352 0.389 -0.324 -0.186
H 3.44892 -1.06602 -8.64450 -0.053 0.119 0.202 0.129
H 3.49738 2.38851 2.66737 -1.148 -0.273 0.206 0.132
C 1.58527 -1.34700 3.23460 -1.250 2.060 -1.338 0.044
H 1.38442 4.21387 3.71230 0.216 -1.006 0.457 0.102
C 0.49210 0.91099 1.70360 0.700 -1.296 0.981 -0.019
C -4.45596 -3.11174 2.70178 2.275 0.416 -0.370 -0.078
C 3.35229 3.90092 4.61755 -0.574 0.095 -0.334 -0.090
C 4.64954 1.81483 -9.72271 -0.174 -0.466 -0.310 -0.078
C 3.23666 -1.75035 -4.02224 -0.345 0.630 -0.114 -0.171
H 3.01422 -2.31922 -0.87286 -1.009 0.192 0.412 0.115
Cl -6.68830 -2.17291 0.34661 0.385 0.324 0.857 0.141
H 0.04884 1.73138 1.08974 0.471 -0.752 0.700 0.106
H 2.07002 -0.16500 -2.23473 -0.732 -0.544 -0.185 0.102
H 1.97052 -2.22220 3.80508 -0.267 0.838 -0.479 0.120
C 1.72956 -1.28493 -4.12007 0.009 -0.304 1.001 -0.201
H 7.62212 -3.39620 -7.29324 -0.251 0.654 0.714 0.085
C 3.10346 0.37055 5.90269 0.436 -0.111 0.102 -0.151
C 1.67286 1.13536 2.56714 -0.810 -1.918 -0.233 -0.112
C -5.09539 4.58716 4.75009 -0.223 0.467 0.124 -0.151
C -1.56597 -2.92777 2.42959 -1.789 -0.418 1.057 -0.228
H 0.04353 -4.24783 4.91438 -0.319 -0.213 -0.995 -0.024
C 2.37761 2.52622 2.69282 -0.713 0.122 -0.753 -0.316
H 4.00595 4.17285 3.74425 -0.506 -0.131 0.879 0.075
C 4.44429 0.33155 -9.97890 0.196 -0.115 -0.391 -0.158
C 1.02647 -2.13301 -1.74395 0.606 0.673 -0.485 -0.200
C 4.34470 0.68176 6.83555 -1.372 -0.212 0.365 -0.115
H 3.17062 4.84081 5.20863 0.260 -1.052 -0.358 0.077
H 2.33934 -3.29540 1.41987 -0.602 -0.099 -0.929 0.112
B 3.45546 0.09686 4.35974 -0.289 0.048 -0.554 -0.432
H 5.67549 2.03912 -9.42402 -0.058 0.129 -0.016 0.133
H 1.96591 -4.32432 -0.03769 -0.238 0.846 0.579 0.115
H -8.10842 0.48865 -2.38732 -0.075 -0.007 0.075 0.119
H 1.30251 -3.01668 -2.38895 -0.589 0.636 0.738 0.105
S -1.93268 -5.85453 5.88095 0.051 -0.098 -0.571 0.063
H 1.43771 2.68267 4.75220 0.401 0.673 -0.670 0.100
H -6.31914 2.65299 2.40195 -0.092 -0.271 0.191 0.094
O -8.11436 3.29921 1.06100 -0.467 -0.030 -0.065 0.106
P -0.99431 -5.05806 4.34610 -0.794 0.650 1.380 0.368
H 5.31002 -0.16294 -10.41975 -0.052 -0.037 0.081 0.118
H 5.41605 -0.12310 4.52466 -0.303 0.133 -0.291 0.093
H 2.55151 -0.52877 6.30980 0.463 0.798 -0.505 0.117
H -0.34166 -6.01964 3.52780 -0.162 0.626 -0.162 -0.023
H 1.02538 3.89352 1.58859 0.971 -0.179 -0.348 0.078
H 4.36004 2.41682 -10.58157 0.147 0.233 0.209 0.128
H 1.53776 -0.47815 -4.87291 0.413 -0.551 0.648 0.110
H 3.72934 -1.08462 -3.25589 -0.330 -0.771 -0.712 0.117
H -7.09410 4.82813 3.89387 0.077 -0.018 0.022 0.124
H -0.06838 -2.14110 -1.51950 1.003 -0.275 0.046 0.071
O -9.67336 1.99058 0.08749 0.218 0.280 0.113 0.035
H 3.98768 0.57202 7.89945 0.613 0.272 -0.956 0.079
C -0.11606 -0.40302 1.62370 1.156 -0.955 1.472 -0.386
H -5.76573 4.91323 2.73616 -0.052 -0.021 0.056 0.125
H -5.53399 4.46973 5.74443 0.063 -0.062 -0.026 0.129
H 3.59631 0.18992 -10.65388 0.051 -0.030 0.056 0.121
C 0.18728 -3.55080 0.96008 0.675 -1.433 0.103 -0.164
C 4.05612 -1.58597 -5.34923 -1.354 0.329 1.422 -0.176
H -4.89033 0.48578 2.53538 -0.642 0.237 -0.143 0.015
O 3.40299 0.88717 -7.95274 -0.052 0.176 -0.045 0.017
```
Positions in Å, forces in eV/Å.

Values from the calculation:
Structure (SMILES) ... CCB(O)c1cc2c(cc1[C@@H](C)CC)Sc1c(P(O)Cl)ccc([PH2]=S)c1N2CCCCCCCCOC(C)=O.O=C1CCCO1.O=C1CCCO1.O=C1CCCO1
Molecular weight ... 886.3 g/mol
Gap between HOMO and LUMO ... 7.89 eV
HOMO energy ... -0.2988 hartree
2S+1 ... 1